Formula: C5H10O
Source: OMol25
Level of theory: ωB97M-V/def2-TZVPD

Geometry as XYZ:
```
16
Properties=species:S:1:pos:R:3:nbo_charge:R:1
C 1.31823 -0.58800 -0.91229 -0.62
C 0.54579 0.60052 -0.37851 -0.26
C -0.80953 0.98348 -0.98145 -0.06
O -1.35667 1.22816 0.32251 -0.53
C -0.26682 0.50424 0.93221 0.11
C -0.70321 -0.88398 1.37611 -0.64
H 2.17935 -0.81463 -0.27353 0.21
H 1.69982 -0.38213 -1.91801 0.22
H 0.69429 -1.48527 -0.96936 0.21
H 1.19268 1.48279 -0.33964 0.21
H -1.31709 0.14243 -1.47714 0.16
H -0.86398 1.86272 -1.63157 0.18
H 0.14878 1.05806 1.78265 0.18
H -1.22220 -0.83281 2.33786 0.22
H 0.15336 -1.55800 1.48395 0.21
H -1.39280 -1.31759 0.64622 0.21
```

HOMO-LUMO gap = 10.64 eV
Relative energy (zero: lowest compared OMol25 entry of this formula, charge and spin) = 25.8 kcal/mol
Multiplicity = 1
Highest occupied orbital energy = -9.541 eV

***

Formula: C5H28N2O9
Source: OMol25
Level of theory: ωB97M-V/def2-TZVPD

Geometry as XYZ:
```
44
Properties=species:S:1:pos:R:3:nbo_charge:R:1
C -0.54076 -1.30224 -0.94472 -0.22
N -0.52123 -1.65954 0.50986 -0.67
C -0.53432 -0.36252 1.30970 -0.25
C 0.22859 -0.29701 2.71973 -0.61
C 0.31333 -2.45122 -1.80066 -0.23
N 1.71532 -2.38823 -1.34760 -0.64
C 2.80337 -1.75425 -1.90685 0.52
O 3.82749 -1.82777 -1.24823 -0.64
H -1.55461 -1.41784 -1.38015 0.19
H -0.21260 -0.31203 -1.27208 0.17
H 0.35835 -2.11330 0.86483 0.38
H -0.11173 0.52914 0.71322 0.17
H -1.70617 -0.17801 1.53931 0.20
H 0.46217 0.62829 3.01768 0.22
H 1.36803 -0.54071 2.31296 0.18
H 0.08186 -1.05341 3.47862 0.22
H 0.28957 -2.14056 -2.90474 0.21
H -0.10997 -3.50916 -1.67068 0.22
H 1.90456 -3.02755 -0.57750 0.42
H 2.74401 -1.19687 -2.85013 0.15
H 1.07736 2.66857 1.38522 0.48
H 2.34309 3.37462 1.69698 0.49
O 1.37708 3.59352 1.47745 -0.96
H 3.33691 -1.86150 1.99798 0.47
H 3.69467 -2.16296 0.52291 0.50
O 3.23062 -2.43435 1.29064 -0.98
H 2.38451 0.71342 0.00176 0.47
H 2.00995 1.89320 -0.53379 0.49
O 2.56807 1.61064 0.31658 -0.96
H -3.62606 -0.18050 -0.60775 0.49
H -3.34123 1.42206 -0.59618 0.51
O -3.69856 0.68623 -0.97151 -1.00
H -1.75004 0.68731 -2.56368 0.45
H -3.08206 1.19154 -2.86674 0.49
O -2.17567 1.38199 -2.98804 -0.95
H -0.29752 3.13664 -1.71182 0.52
H 0.44141 3.72268 -0.29659 0.52
O 0.08776 2.98747 -0.78801 -1.02
H -2.39054 3.72989 -0.13262 0.48
H -1.43685 2.49281 -0.03535 0.50
O -2.32023 2.82127 0.05817 -0.98
H -3.21322 -1.58572 2.90304 0.45
H -2.58016 -1.86706 1.85904 0.46
O -3.44454 -1.64698 2.01974 -0.91
```

HOMO-LUMO gap = 9.98 eV
Relative energy (zero: lowest compared OMol25 entry of this formula, charge and spin) = 141.1 kcal/mol
Multiplicity = 1
SMILES string = CCNCCNC=O.O.O.O.O.O.O.O.O
Highest occupied orbital energy = -9.832 eV

***

Formula: C8H40N8O14
Source: OMol25
Level of theory: ωB97M-V/def2-TZVPD

Geometry as XYZ:
```
70
Properties=species:S:1:pos:R:3:nbo_charge:R:1
C -4.43476 0.10069 2.44581 -0.08
C -3.73346 -0.99094 3.25174 -0.08
O -2.63596 -0.52533 3.99913 -0.73
O -3.89116 0.40770 1.18322 -0.77
H -4.44110 0.95683 3.13175 0.16
H -5.47546 -0.18799 2.25551 0.16
H -3.42405 -1.86551 2.66761 0.17
H -4.48703 -1.35630 3.95683 0.17
H -1.81494 -0.55183 3.50337 0.48
H -3.72334 1.37938 1.09414 0.51
C -0.55822 0.29183 0.66693 -0.11
C -0.72039 0.96055 -0.68145 -0.10
O 0.01307 2.19287 -0.80757 -0.79
O 0.75812 -0.20217 0.86878 -0.75
H -1.26364 -0.54397 0.59515 0.20
H -0.91529 0.97085 1.44289 0.18
H -1.77944 1.18114 -0.81752 0.21
H -0.40586 0.32130 -1.51025 0.18
H 0.97336 2.01619 -0.77763 0.51
H 1.02664 0.10968 1.73896 0.49
C -2.52410 3.81455 1.51563 0.79
O -3.27306 2.97720 1.00509 -0.71
N -2.96160 4.74487 2.40516 -0.84
N -1.20337 3.89206 1.20409 -0.86
H -3.91969 4.69952 2.70748 0.41
H -2.46112 5.55883 2.69749 0.39
H -0.61999 4.62592 1.54201 0.39
H -0.91681 3.18085 0.52879 0.44
C -0.27173 -4.45162 -1.16431 0.77
O 0.43663 -5.34744 -0.69094 -0.71
N -1.56679 -4.61853 -1.50925 -0.84
N 0.16186 -3.15618 -1.20142 -0.86
H -1.89228 -5.56818 -1.53604 0.40
H -2.08526 -3.87783 -1.94804 0.41
H -0.34283 -2.44538 -1.70033 0.40
H 1.12273 -3.03448 -0.93589 0.41
C 3.55637 2.37904 -1.53542 0.79
O 2.45262 1.87475 -1.82077 -0.75
N 3.83598 3.70009 -1.74599 -0.84
N 4.52325 1.64247 -0.95045 -0.85
H 3.05184 4.28768 -1.96084 0.42
H 4.76366 4.04124 -1.60491 0.39
H 4.20798 0.68477 -0.75551 0.45
H 5.49472 1.84133 -1.09738 0.39
C 3.61559 -2.09937 -0.01066 0.79
O 3.92770 -0.89713 -0.05985 -0.75
N 4.39161 -3.09541 -0.53971 -0.84
N 2.42169 -2.48413 0.49587 -0.87
H 3.94463 -3.99392 -0.59134 0.40
H 5.32646 -2.92174 -0.84645 0.41
H 1.88478 -1.66947 0.79804 0.46
H 2.34138 -3.40955 0.88008 0.41
O 2.76440 -0.04848 3.00502 -0.97
H 3.54706 -0.48133 2.63763 0.50
H 2.91442 0.89265 2.85399 0.49
O -3.33346 -2.02486 -1.97314 -0.95
H -2.71223 -1.38666 -2.37002 0.50
H -3.59968 -2.58918 -2.70689 0.46
O -1.50062 -0.91203 -3.86503 -0.99
H -0.53718 -0.87052 -4.01880 0.51
H -1.88861 -0.94646 -4.74590 0.48
O 0.20944 2.80009 -3.73435 -0.97
H -0.41068 3.53107 -3.65763 0.47
H 0.35055 2.50794 -2.81991 0.49
O 0.64018 -1.74617 3.72377 -0.97
H 1.35738 -1.09828 3.60345 0.49
H 1.08122 -2.57703 3.92454 0.47
O 1.33275 -0.37592 -3.49588 -0.97
H 1.93239 -0.78309 -2.86114 0.48
H 1.36270 0.56850 -3.28135 0.50
```

HOMO-LUMO gap = 8.76 eV
Relative energy (zero: lowest compared OMol25 entry of this formula, charge and spin) = 0.0 kcal/mol
Multiplicity = 1
SMILES string = NC(N)=O.NC(N)=O.NC(N)=O.NC(N)=O.OCCO.OCCO.O.O.O.O.O.O
Highest occupied orbital energy = -8.733 eV